The following is a quantum chemistry calculation of a molecular structure, C13H4BCl5F4O4Ti at a distorted geometry, from OMol25.

The LUMO energy is -0.0424 Eh. The total charge is 0.

Each line ends with the Löwdin charge.
Cartesian coordinates (Å):
Ti 0.5086 -0.3702 1.3072  1.24
Cl 3.4681 -3.5046 -3.4302  0.71
C 2.6543 -3.1218 -1.9783  -0.70
C 2.6980 -4.0030 -0.8956  -0.70
Cl 3.5996 -5.4496 -1.0174  0.71
C 2.0094 -3.7165 0.2879  -0.61
Cl 2.0504 -4.7786 1.6226  0.76
C 1.3072 -2.5166 0.3924  -0.32
O 0.6047 -2.1068 1.4478  -0.08
C 1.3286 -1.5933 -0.6824  -0.31
O 0.7026 -0.4372 -0.4209  -0.10
C 1.9653 -1.9101 -1.8765  -0.61
Cl 1.9003 -0.7984 -3.1710  0.76
Cl -3.6517 5.4445 -1.3503  0.70
C -3.1465 3.8734 -0.8655  -0.67
C -4.0939 2.9056 -0.5630  -0.09
C -3.6787 1.6581 -0.1331  0.00
C -2.3240 1.3927 0.0293  -0.13
C -1.3789 2.3666 -0.2920  0.00
C -1.7882 3.5995 -0.7605  -0.08
C -1.8321 0.1091 0.6009  -0.52
O -2.0566 -1.0060 0.1935  0.15
O -1.0362 0.2928 1.6483  -0.05
H -5.1443 3.1361 -0.6524  0.11
H -4.4029 0.8934 0.0971  0.13
H -0.3210 2.1441 -0.1879  0.11
H -1.0628 4.3503 -1.0311  0.11
F 3.2083 1.3543 3.0716  0.30
B 2.3214 0.6690 2.3935  -1.19
F 1.2986 0.0133 3.1771  0.11
F 1.5058 1.4653 1.4915  0.09
F 2.7868 -0.3555 1.5474  0.17

Atomic forces in eV per Å
2.0 0.9 1.7
0.1 0.0 -0.2
-0.2 0.2 0.3
-0.2 0.2 0.1
0.1 -0.2 0.0
-0.1 0.4 -0.1
-0.1 -0.1 0.2
0.9 -0.5 -1.8
-0.5 -2.0 0.8
0.7 -1.7 -0.2
-0.2 0.4 -2.1
0.0 0.0 0.4
0.0 0.2 -0.1
-0.1 0.2 -0.1
0.2 -0.4 0.2
0.1 0.1 -0.1
0.2 -0.2 0.0
0.0 0.2 0.0
-0.1 -0.2 0.1
0.0 0.0 -0.1
-2.0 -0.7 -1.5
-0.3 0.6 0.1
-1.6 1.3 1.5
-0.1 0.0 0.0
-0.1 -0.1 0.0
-0.1 0.2 0.0
0.0 0.1 0.0
0.5 0.3 0.4
0.8 0.5 0.2
0.0 0.0 0.4
0.0 0.2 0.0
0.0 -0.1 0.0

The following is a quantum chemistry calculation of 3 unconnected molecules or ions with the total composition C13H26BN2O7S3 at a distorted geometry, from OMol25.

The LUMO energy is 0.0794 Eh. The total charge is -1.

Each line ends with the Löwdin charge.
Cartesian coordinates (Å):
C 2.3377 -1.9984 -0.0697  -0.12
C 2.6850 -0.3965 -0.3415  -0.28
N 1.5550 0.3741 -0.9877  0.03
B 0.5315 0.8762 0.0174  -1.11
O 0.7709 2.1806 0.7007  -0.01
O 0.0755 -0.0294 1.1096  -0.06
C -1.3449 -0.4330 0.8423  -0.08
C -1.2406 -0.3324 -0.8233  -0.33
N -2.4743 -0.6443 -1.6416  0.08
C -2.2209 -1.9267 -2.1408  -0.55
S -2.0680 -3.6146 -2.5064  0.53
O -0.6745 1.0484 -0.8683  -0.01
H 1.4035 -2.3827 -0.6703  0.06
H 2.1118 -2.0738 1.0983  0.08
H 3.2497 -2.7060 -0.2683  0.05
H 3.1034 0.1529 0.6195  0.07
H 3.5983 -0.4093 -1.1102  0.11
H 2.0009 1.2477 -1.3950  0.11
H 1.1747 2.0259 1.6211  0.09
H -2.1325 0.4379 1.0444  0.14
H -1.6774 -1.4878 1.2520  0.13
H -0.5346 -1.2384 -1.0488  0.11
C -5.9620 -0.9123 -3.1103  -0.23
C -6.9548 0.2002 -2.7769  -0.22
C -8.1323 -0.4404 -2.0440  -0.24
S -7.4815 -1.8860 -1.2204  0.67
O -8.0817 -3.0629 -1.8129  -0.33
O -7.4732 -1.6565 0.2105  -0.33
C -5.8164 -1.7307 -1.8361  -0.25
H -4.9999 -0.5118 -3.4428  0.11
H -6.3651 -1.5386 -3.9151  0.12
H -6.4711 0.9373 -2.1245  0.12
H -7.2890 0.7273 -3.6761  0.11
H -8.5615 0.2379 -1.3021  0.10
H -8.9077 -0.7681 -2.7418  0.10
H -5.3875 -2.7195 -2.0072  0.10
H -5.2313 -1.1906 -1.0858  0.10
C 6.4524 2.9623 2.7634  -0.23
C 7.4809 1.8529 2.5484  -0.23
C 6.7994 0.5257 2.8774  -0.23
S 5.0597 0.7618 2.5465  0.69
O 4.3363 0.6699 3.7973  -0.31
O 4.6878 -0.0093 1.3770  -0.34
C 5.1777 2.4796 2.0874  -0.23
H 6.7911 3.9160 2.3482  0.11
H 6.2785 3.1022 3.8369  0.12
H 7.8029 1.8523 1.5000  0.12
H 8.3724 2.0026 3.1653  0.11
H 7.1806 -0.2874 2.2545  0.10
H 6.9116 0.2695 3.9345  0.10
H 4.2867 3.0166 2.4171  0.11
H 5.2665 2.5295 0.9980  0.12

Atomic forces in eV per Å
-0.1 0.5 1.4
1.0 -0.2 -0.9
2.6 -0.2 0.8
-1.3 1.0 0.1
1.6 -0.1 1.5
-2.7 -2.0 0.0
0.3 1.2 -2.0
2.2 0.2 2.5
2.0 -7.6 -2.9
-1.7 3.3 2.3
-0.5 5.2 0.9
-2.4 -3.2 -0.9
1.9 0.9 1.1
0.2 -0.1 -2.6
-1.6 1.4 0.2
-1.7 -1.7 -2.4
-1.7 0.1 1.5
-0.8 -1.4 0.6
-1.2 0.1 -2.3
1.7 -1.9 0.3
1.0 2.1 -0.6
-0.2 2.3 0.2
0.1 0.0 -0.3
0.2 0.3 -0.1
-0.4 0.6 -0.2
0.5 -0.1 0.4
-0.1 0.2 0.4
-0.3 -0.4 -0.4
0.4 0.0 -0.1
-0.1 -0.1 0.1
0.1 0.0 0.1
0.0 -0.1 -0.1
0.0 -0.1 0.1
0.0 -0.3 0.0
0.1 -0.1 0.2
-0.1 0.0 0.2
-0.1 -0.1 -0.1
0.1 0.2 0.2
0.3 0.1 -0.1
0.7 -0.2 0.2
-0.5 -0.3 -0.4
0.2 -0.1 -0.4
1.3 0.2 1.6
0.0 0.6 -0.1
-0.1 -0.1 0.1
0.0 0.0 -0.1
-0.1 0.0 0.1
-0.1 0.0 -0.1
-0.3 0.0 0.2
-0.1 0.0 -0.2
0.0 -0.3 -0.1
-0.1 -0.1 0.1

Computed ΔE to the lowest compared entry with this formula, charge and spin, in the same sequence as the records: 113.5, 458.4 kJ/mol.
Computed gap between HOMO and LUMO, in the same sequence as the records: 0.2984, 0.2342 Eh.